*one*
Here is a molecular structure, C6H11N4 from OMol25. Energies are from the ωB97M-V functional and the def2-TZVPD basis.

Its gap between HOMO and LUMO is 0.4035 Eh. Its total charge is +1.

CARTESIAN COORDINATES (ANGSTROEM)
C: 2.92 0.58 0.42
C: 0.92 -0.25 -0.09
C: -1.34 -1.09 1.10
C: -1.47 -1.82 -0.30
C: -1.07 -0.42 -0.18
C: -1.52 0.89 -0.68
N: 1.54 0.79 0.54
N: 3.09 -0.50 -0.24
N: 1.91 -1.03 -0.54
N: -0.66 1.97 -0.09
H: 3.79 1.13 0.68
H: -2.16 -0.72 1.63
H: -0.73 -1.50 1.81
H: -0.73 -2.66 -0.37
H: -2.39 -1.89 -0.77
H: -2.62 1.18 -0.37
H: -1.50 0.92 -1.75
H: 1.81 -1.88 -1.19
H: 0.22 2.05 -0.65
H: 1.15 1.46 1.19
H: -1.17 2.79 -0.13

*two*
Here is a gas-phase ion, C6H11N4 (charge +1) from OMol25. Energies are from the ωB97M-V functional and the def2-TZVPD basis.

Its gap between HOMO and LUMO is 0.3515 Eh. Its total charge is +1.

CARTESIAN COORDINATES (ANGSTROEM)
C: 0.07 2.24 0.41
C: 1.23 1.73 0.61
C: -1.32 0.43 -0.10
C: 0.65 -0.54 -0.04
C: 3.03 0.15 0.45
C: -3.67 -0.15 0.09
N: -1.13 1.64 0.03
N: 1.62 0.31 0.25
N: -2.33 -0.35 -0.36
N: 0.90 -1.81 -0.54
H: -0.17 3.24 0.67
H: 2.05 2.43 0.76
H: 3.55 0.90 -0.24
H: 3.11 0.28 1.52
H: 3.47 -0.87 0.16
H: -4.14 0.83 0.00
H: -4.29 -0.84 -0.52
H: -3.89 -0.53 1.13
H: -2.26 -1.22 -0.76
H: 0.22 -2.54 -0.70
H: 1.85 -2.00 -1.00

*three*
Here is a molecular structure, C6H11N4 from OMol25. Energies are from the ωB97M-V functional and the def2-TZVPD basis.

Its gap between HOMO and LUMO (spin up / spin down) is 0.3639 / 0.3639 Eh. Its total charge is +1.

CARTESIAN COORDINATES (ANGSTROEM)
C: -0.47 0.26 1.67
C: 0.71 -0.57 -1.77
C: -1.33 0.79 0.49
C: -1.20 -0.24 -0.60
C: -0.44 1.06 2.94
C: 1.61 -0.43 -2.96
N: 0.09 -0.84 1.60
N: -0.34 0.20 -1.69
N: 0.71 -1.56 -0.87
N: -0.31 -1.43 -0.04
H: -2.38 0.86 0.89
H: -0.98 1.76 0.26
H: -2.28 -0.39 -0.95
H: 0.60 0.94 3.38
H: -1.02 0.68 3.89
H: -0.62 2.07 2.67
H: 1.54 0.55 -3.64
H: 1.57 -1.27 -3.77
H: 2.73 -0.55 -2.78
H: 1.38 -2.27 -0.61
H: -0.83 -2.27 0.21

Last place for stability: *one*